Entry 1:
The following is a DFT calculation (the ωB97M-V functional and the def2-TZVPD basis) of a molecular structure, C39H38CoN2O5.

XYZ file:
```
85
Properties=species:S:1:pos:R:3:lowdin_charge:R:1
Co -0.158 0.244 0.134 0.7544
C 1.341 -4.493 1.343 0.0240
C 1.675 -4.253 -0.124 -0.5849
C 2.370 -5.453 -0.747 0.0198
O 2.516 -3.128 -0.279 -0.0181
C 1.659 -2.020 -0.509 -0.1590
C 0.586 -2.658 -1.409 -0.1391
O 0.477 -3.955 -0.823 -0.0020
C -0.826 -1.991 -1.459 -0.4038
O -1.099 -1.318 -0.284 -0.2416
C -1.857 -3.116 -1.685 -0.1374
C -2.903 -3.283 -0.791 -0.0200
C -3.847 -4.283 -0.988 -0.0858
C -3.751 -5.125 -2.084 -0.1057
C -2.712 -4.956 -2.989 -0.0825
C -1.775 -3.954 -2.793 -0.0235
C -1.014 -1.037 -2.664 -0.1183
C -2.090 -0.152 -2.584 -0.0429
C -2.403 0.703 -3.628 -0.0996
C -1.634 0.703 -4.783 -0.0985
C -0.572 -0.181 -4.883 -0.0721
C -0.273 -1.050 -3.841 -0.0230
C 2.403 -0.727 -0.944 -0.3915
O 1.553 0.335 -0.676 -0.2512
C 3.691 -0.576 -0.102 -0.1095
C 3.752 0.427 0.855 -0.0246
C 4.899 0.619 1.616 -0.0923
C 6.002 -0.197 1.429 -0.1052
C 5.949 -1.203 0.474 -0.0793
C 4.807 -1.389 -0.287 -0.0209
C 2.824 -0.706 -2.425 -0.1272
C 3.231 -1.836 -3.126 -0.0526
C 3.599 -1.744 -4.463 -0.0794
C 3.580 -0.521 -5.114 -0.1017
C 3.217 0.620 -4.411 -0.0834
C 2.850 0.524 -3.079 -0.0221
H 2.250 -4.738 1.892 0.0897
H 0.628 -5.313 1.422 0.0917
H 0.892 -3.598 1.776 0.0886
H 3.342 -5.590 -0.272 0.0903
H 2.515 -5.276 -1.813 0.0868
H 1.763 -6.347 -0.613 0.0897
H 1.171 -1.749 0.437 0.1433
H 0.974 -2.777 -2.422 0.1264
H -2.960 -2.629 0.069 0.1078
H -4.659 -4.406 -0.281 0.0961
H -4.480 -5.912 -2.238 0.0945
H -2.627 -5.604 -3.852 0.0985
H -0.974 -3.826 -3.512 0.1176
H -2.706 -0.166 -1.692 0.1172
H -3.253 1.371 -3.540 0.1003
H -1.866 1.374 -5.601 0.0971
H 0.036 -0.205 -5.779 0.1028
H 0.560 -1.725 -3.972 0.0983
H 2.887 1.064 0.985 0.0962
H 4.930 1.412 2.355 0.0928
H 6.898 -0.048 2.019 0.0954
H 6.806 -1.848 0.319 0.0998
H 4.792 -2.178 -1.024 0.1060
H 3.257 -2.802 -2.635 0.1090
H 3.902 -2.634 -5.001 0.1018
H 3.855 -0.454 -6.160 0.0970
H 3.218 1.587 -4.900 0.0990
H 2.577 1.406 -2.517 0.1069
C 0.943 1.952 3.705 0.0248
C -0.141 1.509 2.762 -0.4823
O -0.074 0.422 2.184 0.0078
N -1.187 2.342 2.601 0.0915
C -2.295 2.071 1.696 -0.0874
C -2.034 2.586 0.299 -0.2372
C -2.827 3.553 -0.289 -0.0108
C -2.480 4.052 -1.537 -0.0398
C -1.334 3.570 -2.147 -0.0402
C -0.622 2.564 -1.521 -0.0815
N -0.969 2.067 -0.329 0.0623
H 1.495 1.071 4.021 0.0963
H 0.541 2.474 4.572 0.0852
H 1.637 2.614 3.184 0.0965
H -1.136 3.257 3.017 0.1506
H -3.187 2.542 2.102 0.1273
H -2.449 0.990 1.668 0.1355
H -3.709 3.916 0.224 0.1150
H -3.091 4.802 -2.023 0.1140
H -1.006 3.950 -3.104 0.1163
H 0.247 2.105 -1.980 0.1162
```

Summary:
Calculated total energy: -91906.1696 eV
LUMO level (alpha / beta): -0.0088 / -0.0108 Ha
Gap between HOMO and LUMO (alpha / beta): 7.722 / 7.717 eV
HOMO (alpha / beta): -0.293 / -0.294 Eh
Total charge: 0
Spin multiplicity: 4
Expectation value of S²: 3.7588


Entry 2:
The following is a DFT calculation (the ωB97M-V functional and the def2-TZVPD basis) of a single C9H18BN3O2 molecule in a non-equilibrium geometry.

XYZ file:
```
33
Properties=species:S:1:pos:R:3:lowdin_charge:R:1
C 3.174 -1.989 1.433 0.0491
C 2.564 -0.804 1.498 -0.0996
C 1.671 -0.228 0.417 -0.2547
B 2.627 0.088 -0.808 -0.5930
N 3.142 1.413 -1.058 0.1928
O 3.052 -0.944 -1.612 0.1585
C 0.787 0.941 0.903 -0.0805
C -0.568 0.498 0.363 -0.3553
C -1.782 1.339 0.677 -0.1500
C -3.136 0.736 0.277 -0.1906
C -3.123 -0.134 -0.980 -0.2846
N -4.461 -0.185 -1.598 -0.0075
N -0.638 -0.931 0.730 0.1090
C 0.618 -1.352 0.117 -0.3628
O 0.764 -2.353 -0.538 0.1455
H 3.088 -2.618 0.565 0.0682
H 3.771 -2.362 2.243 0.0578
H 2.738 -0.209 2.382 0.1073
H 3.440 1.507 -2.020 0.0796
H 2.492 2.163 -0.874 0.0612
H 3.858 -0.676 -2.055 0.1009
H 0.860 0.913 1.985 0.1185
H 1.073 1.925 0.558 0.1093
H -0.433 0.526 -0.718 0.1449
H -1.662 2.266 0.125 0.1157
H -1.778 1.606 1.728 0.1122
H -3.850 1.525 0.091 0.0983
H -3.486 0.125 1.099 0.1044
H -2.825 -1.131 -0.692 0.0984
H -2.382 0.212 -1.692 0.1035
H -4.428 0.227 -2.519 0.0558
H -4.714 -1.147 -1.757 0.0545
H -0.452 -0.946 1.732 0.1333
```

Summary:
Calculated total energy: -18868.0850 eV
LUMO level: 0.0122 Ha
Gap between HOMO and LUMO: 9.479 eV
HOMO: -0.336 Eh
Total charge: 0


Entry 3:
The following is a DFT calculation (the ωB97M-V functional and the def2-TZVPD basis) of a molecular structure, C5H7ClN2 in a non-equilibrium geometry.

XYZ file:
```
15
Properties=species:S:1:pos:R:3:lowdin_charge:R:1
C 2.311 -0.470 0.543 -0.1471
C 1.148 -0.831 -0.039 -0.0416
C 1.006 1.045 1.090 -0.1589
C -1.547 -0.092 -1.269 -0.1295
C -1.125 0.338 0.062 -0.3441
N 2.263 0.731 1.154 0.0925
N 0.229 0.152 0.394 -0.0997
Cl -2.370 -1.005 1.409 0.1317
H 3.179 -0.948 0.477 0.0642
H 0.784 -1.848 -0.125 0.1259
H 0.518 2.029 1.287 0.1450
H -1.281 0.668 -2.065 0.1229
H -1.106 -0.926 -1.750 0.0710
H -2.542 -0.202 -1.473 0.0429
H -1.466 1.359 0.304 0.1249
```

Summary:
Calculated total energy: -20799.4322 eV
LUMO level: -0.0229 Ha
Gap between HOMO and LUMO: 9.025 eV
HOMO: -0.355 Eh
Total charge: 0


Entry 4:
The following is a DFT calculation (the ωB97M-V functional and the def2-TZVPD basis) of 2 unconnected molecules or ions with the total composition C4H10ClISi in a non-equilibrium geometry.

XYZ file:
```
17
Properties=species:S:1:pos:R:3:lowdin_charge:R:1
C 0.573 1.978 -0.659 -0.1707
C 0.459 -2.015 0.081 -0.1989
C -0.807 1.803 0.091 -0.2951
C -0.624 -1.468 1.020 -0.3492
Si -1.463 -0.008 0.152 0.6686
Cl -2.681 -0.981 -1.164 0.4272
I 3.536 0.016 -0.195 -0.4311
H 0.524 2.855 -1.330 0.1003
H 1.201 2.062 0.143 -0.0189
H 0.894 1.126 -1.172 -0.0264
H 1.102 -1.204 -0.035 -0.1199
H 1.047 -2.772 0.435 0.0589
H 0.035 -2.279 -0.850 0.0519
H -1.563 2.169 -0.544 0.0136
H -0.680 2.508 1.023 0.1340
H -0.134 -1.499 1.980 0.0784
H -1.420 -2.293 1.023 0.0776
```

Summary:
Calculated total energy: -32808.7195 eV
LUMO level: -0.1105 Ha
Gap between HOMO and LUMO: 3.554 eV
HOMO: -0.241 Eh
Total charge: 0


Entry 5:
The following is a DFT calculation (the ωB97M-V functional and the def2-TZVPD basis) of a molecular structure, C20H31As2HfN6O11P2S in a non-equilibrium geometry.

XYZ file:
```
74
Properties=species:S:1:pos:R:3:lowdin_charge:R:1
Hf 0.212 0.333 0.599 1.2581
C 0.666 -2.897 -1.437 -0.2487
As 0.322 -0.969 -1.685 1.1519
C -0.605 -1.185 -3.415 -0.2427
C 2.122 -0.488 -2.303 -0.4076
C 2.358 -0.104 -3.619 -0.0928
C 3.645 0.178 -4.048 -0.0554
C 4.705 0.063 -3.163 -0.0534
C 4.470 -0.290 -1.843 -0.0905
C 3.182 -0.551 -1.393 -0.4048
As 2.815 -0.896 0.511 1.1721
C 3.726 -2.664 0.636 -0.2395
C 4.304 0.067 1.360 -0.2529
H 1.237 -3.263 -2.288 0.0531
H -0.279 -3.435 -1.377 0.0334
H 1.219 -3.073 -0.519 -0.0146
H 0.044 -1.758 -4.072 0.0452
H -0.844 -0.222 -3.863 0.0437
H -1.529 -1.736 -3.246 0.0428
H 1.532 -0.018 -4.313 0.0934
H 3.819 0.474 -5.073 0.1154
H 5.717 0.261 -3.491 0.1156
H 5.303 -0.359 -1.156 0.0981
H 4.627 -2.640 0.029 0.0364
H 3.104 -3.494 0.309 0.0149
H 3.993 -2.820 1.681 0.0342
H 5.262 -0.330 1.037 0.0354
H 4.215 -0.081 2.436 0.0415
H 4.256 1.134 1.153 0.0186
O -2.071 3.573 1.068 -0.0062
P -0.913 2.548 0.955 0.2303
O -0.971 1.375 1.917 -0.3209
O -0.773 1.932 -0.409 -0.3059
O 0.438 3.335 1.332 -0.1977
P 1.837 2.478 1.276 0.2602
O 1.582 1.325 2.436 -0.1928
O 2.997 3.300 1.531 -0.1795
O 1.687 1.559 0.068 -0.4261
H -2.002 4.259 1.754 0.1334
H 1.741 1.672 3.324 0.1293
N -4.024 -3.593 0.989 0.1553
C -2.882 -3.432 1.057 -0.3431
N -1.584 -3.240 1.099 0.1489
C -0.875 -2.280 1.413 -0.3694
N -0.064 -1.437 1.646 -0.0480
C -8.728 -2.044 3.968 -0.1144
C -7.802 -2.204 2.770 -0.2871
S -8.180 -0.906 1.573 0.6555
O -8.234 0.354 2.272 -0.3109
O -9.289 -1.318 0.765 -0.2939
C -6.701 -0.838 0.503 -0.1829
C -5.800 0.301 0.980 -0.1347
N -4.465 0.223 0.385 0.0757
C -3.350 -0.201 1.003 -0.3121
N -2.316 -0.279 0.155 0.0271
C -2.795 0.146 -1.049 -0.0737
C -4.113 0.455 -0.933 -0.1089
N -4.936 0.985 -1.979 -0.3242
O -4.397 1.101 -3.063 0.1057
O -6.084 1.293 -1.720 0.1111
C -3.318 -0.549 2.448 0.0098
H -8.493 -2.785 4.730 0.0814
H -9.767 -2.169 3.665 0.0865
H -8.617 -1.049 4.396 0.0743
H -7.952 -3.146 2.246 0.1072
H -6.752 -2.080 3.041 0.0915
H -7.090 -0.657 -0.496 0.0973
H -6.201 -1.808 0.546 0.0909
H -5.699 0.253 2.060 0.1093
H -6.251 1.254 0.727 0.1307
H -2.212 0.221 -1.947 0.0776
H -3.752 -1.537 2.612 0.0798
H -3.881 0.177 3.034 0.0968
H -2.293 -0.553 2.806 0.0652
```

Summary:
Calculated total energy: -205103.1714 eV
LUMO level: -0.1297 Ha
Gap between HOMO and LUMO: 8.908 eV
HOMO: -0.457 Eh
Total charge: +1


Entry 6:
The following is a DFT calculation (the ωB97M-V functional and the def2-TZVPD basis) of a single C15H18N2O4S2 molecule in a non-equilibrium geometry.

XYZ file:
```
41
Properties=species:S:1:pos:R:3:lowdin_charge:R:1
C 4.917 0.671 0.448 -0.0723
O 3.584 0.675 -0.010 -0.0913
C 2.683 -0.159 0.595 -0.1978
C 2.973 -1.002 1.655 -0.0021
C 1.979 -1.811 2.191 -0.0501
C 0.710 -1.771 1.659 -0.2786
S -0.564 -2.852 2.301 0.6705
O -0.908 -3.815 1.297 -0.2818
O -0.141 -3.344 3.585 -0.2912
N -1.841 -1.766 2.442 -0.3509
C -1.675 -0.890 3.575 -0.1077
C -3.158 -2.341 2.296 -0.0978
C 0.394 -0.939 0.600 0.0238
C 1.373 -0.119 0.063 -0.1254
N 1.153 0.758 -0.998 0.1407
C -0.028 1.073 -1.608 -0.4482
O -1.103 0.621 -1.304 0.0992
C 0.181 2.088 -2.739 -0.1172
C -1.107 2.430 -3.404 -0.5502
C -1.642 1.891 -4.531 -0.1309
C -2.912 2.423 -4.849 -0.1882
C -3.325 3.354 -3.954 -0.4157
S -2.174 3.598 -2.701 1.0388
H 5.374 -0.316 0.337 0.0999
H 4.981 0.990 1.492 0.0991
H 5.444 1.387 -0.180 0.0960
H 3.965 -1.041 2.073 0.1075
H 2.180 -2.471 3.019 0.1150
H -0.653 -0.517 3.565 0.0838
H -1.852 -1.409 4.524 0.0916
H -2.366 -0.052 3.482 0.0946
H -3.094 -3.096 1.517 0.0775
H -3.512 -2.807 3.223 0.0933
H -3.856 -1.560 1.994 0.0930
H -0.608 -0.929 0.208 0.1122
H 1.993 1.229 -1.307 0.1403
H 0.870 1.655 -3.469 0.1300
H 0.639 2.985 -2.314 0.1204
H -1.147 1.140 -5.121 0.1126
H -3.488 2.122 -5.706 0.0997
H -4.238 3.915 -3.945 0.0580
```

Summary:
Calculated total energy: -48687.2035 eV
LUMO level: 0.0142 Ha
Gap between HOMO and LUMO: 9.063 eV
HOMO: -0.319 Eh
Total charge: 0


Entry 7:
The following is a DFT calculation (the ωB97M-V functional and the def2-TZVPD basis) of a gas-phase ion, C6H11N (charge +1) in a non-equilibrium geometry.

XYZ file:
```
18
Properties=species:S:1:pos:R:3:lowdin_charge:R:1
C -1.704 -1.789 -0.691 -0.0345
C -1.224 -0.374 -0.117 -0.1725
N 2.217 -0.183 1.177 0.2117
C 0.867 -0.492 1.004 -0.0145
C 0.242 -0.078 -0.198 -0.1332
C 0.724 1.138 -1.000 -0.0991
C 0.443 2.404 -0.474 0.0751
H -2.193 -1.756 -1.617 0.0540
H -0.905 -2.536 -0.756 0.0773
H -2.361 -2.318 0.035 0.0916
H -1.817 0.499 -0.414 0.1239
H -1.417 -0.406 0.984 0.1222
H 2.348 -0.287 2.193 0.1533
H 2.310 0.603 0.569 0.0903
H 0.520 -1.277 1.647 0.1461
H 1.485 1.064 -1.835 0.1308
H -0.398 2.353 0.218 0.0668
H 0.863 3.436 -0.726 0.1106
```

Summary:
Calculated total energy: -7880.0093 eV
LUMO level (alpha / beta): -0.1583 / -0.2611 Ha
Gap between HOMO and LUMO (alpha / beta): 9.963 / 7.423 eV
HOMO (alpha / beta): -0.524 / -0.534 Eh
Total charge: +1
Spin multiplicity: 2
Expectation value of S²: 0.7595


Entry 8:
The following is a DFT calculation (the ωB97M-V functional and the def2-TZVPD basis) of a single C2H2FP molecule in a non-equilibrium geometry.

XYZ file:
```
6
Properties=species:S:1:pos:R:3:lowdin_charge:R:1
C -0.313 -1.243 0.102 -0.0928
C -0.682 1.010 0.191 -0.1924
F 1.961 -0.086 -0.719 -0.3314
P 0.708 0.085 0.391 0.7387
H -1.040 -1.451 0.730 -0.0985
H -0.634 1.684 -0.695 -0.0236
```

Summary:
Calculated total energy: -14105.8391 eV
LUMO level: -0.0788 Ha
Gap between HOMO and LUMO: 7.027 eV
HOMO: -0.337 Eh
Total charge: 0